The following is a DFT calculation (ωB97M-V/def2-TZVPD) of a structure of composition C6H9N.

Geometry as XYZ:
```
16
Properties=species:S:1:pos:R:3:forces:R:3:lowdin_charge:R:1
C 1.656 0.028 -1.996 -0.07 -0.02 -0.04 -0.048
C 0.872 -0.066 -0.719 -0.23 -0.09 -0.10 -0.363
C 1.233 -0.698 0.462 -0.10 -0.02 0.14 -0.046
C 0.135 -0.644 1.333 0.24 0.05 0.06 -0.051
C -0.862 0.072 0.685 -0.19 -0.05 0.28 -0.417
C -2.087 0.739 1.221 -0.06 0.08 0.14 -0.042
N -0.407 0.426 -0.640 0.39 -0.15 0.06 0.077
H 1.376 0.923 -2.561 0.03 -0.14 0.12 0.073
H 2.733 0.063 -1.799 -0.23 0.00 0.02 0.075
H 1.466 -0.844 -2.633 0.03 0.11 0.02 0.074
H 2.180 -1.188 0.665 -0.15 0.11 -0.09 0.106
H 0.067 -1.058 2.330 0.03 0.09 -0.06 0.106
H -2.810 0.964 0.431 0.18 -0.08 0.09 0.081
H -2.570 0.113 1.974 0.02 0.09 -0.03 0.079
H -1.799 1.687 1.687 -0.12 -0.08 -0.02 0.083
H -1.183 -0.515 -0.438 0.23 0.11 -0.60 0.212
```
Positions in Å, forces in eV/Å.

Values from the calculation:
max |F| = 0.649 eV Å⁻¹
energy above the lowest of the compared OMol25 structures with the same formula, charge and spin = 2.0717 eV
HOMO = -8.5 eV
E = -288.70591 Eh